Computed, not measured: a 7-piece molecular cluster, C30H73N7O4 overall in a non-equilibrium geometry, with ωB97M-V/def2-TZVPD.

The geometry in XYZ format:
```
114
Properties=species:S:1:pos:R:3:forces:R:3:mulliken_charge:R:1
C 24.841216 -21.454127 -11.064034 0.175 -0.754 0.120 -1.12
C 24.134359 -21.316018 -9.698843 0.004 1.013 -1.164 -0.42
N 22.705525 -21.627075 -9.732131 0.349 -0.304 0.286 0.09
C 22.133412 -21.560884 -8.389246 0.097 -0.325 -0.286 -0.48
C 20.831232 -22.337104 -8.265685 0.011 -0.262 0.318 -1.27
C 21.930858 -20.889161 -10.743266 0.505 -0.798 0.291 -1.33
C 22.251624 -19.387457 -10.841061 -1.408 -0.689 -0.038 -0.50
H 25.232678 -22.459769 -11.236625 -0.458 -0.143 -0.107 0.34
H 25.733399 -20.833663 -11.169819 -0.180 0.309 0.352 0.32
H 24.159001 -21.176584 -11.865047 0.120 -0.146 -0.107 0.20
H 24.607125 -21.921621 -8.932044 0.078 0.021 0.056 0.49
H 24.277841 -20.246569 -9.487869 0.011 0.003 0.742 0.28
H 22.842235 -22.008837 -7.687823 0.119 -0.081 -0.181 0.40
H 22.017345 -20.530508 -8.016674 -0.194 0.133 -0.136 0.30
H 20.901937 -23.369591 -8.614169 0.423 0.072 -0.137 0.38
H 20.619541 -22.417548 -7.195901 -0.485 0.234 -0.108 0.41
H 20.000674 -21.908009 -8.824258 -0.100 0.246 0.323 0.26
H 20.890408 -21.132583 -10.530266 -0.129 0.589 0.117 0.41
H 22.079574 -21.431973 -11.681179 0.205 0.463 -0.241 0.33
H 23.235424 -19.229972 -11.268482 0.052 0.305 0.110 0.44
H 22.106373 -18.916584 -9.868050 0.474 0.061 0.078 0.36
H 21.473956 -18.939524 -11.464890 0.284 0.112 -0.282 0.09
C 19.743141 -17.766145 -3.964029 -0.199 0.724 0.058 -1.26
C 19.537855 -17.180937 -5.369562 0.105 -0.010 -0.335 -0.32
N 18.514407 -17.863129 -6.142086 -0.465 -0.962 -0.056 0.06
C 18.143093 -17.170621 -7.371100 0.652 0.832 0.033 -1.22
C 19.270865 -17.019303 -8.391974 -0.191 0.385 -1.237 -0.51
C 18.888072 -19.262092 -6.392645 -1.137 -0.110 1.040 -0.18
C 17.744973 -20.067505 -7.045468 0.637 0.272 -0.663 -1.52
H 18.960115 -18.474292 -3.700078 0.093 -0.126 -0.090 0.37
H 19.644887 -16.935678 -3.262085 0.111 -0.133 0.172 0.36
H 20.734938 -18.188536 -3.820109 -0.083 -0.244 -0.044 0.29
H 19.241725 -16.133959 -5.277009 -0.053 -0.004 -0.099 0.42
H 20.489003 -17.186508 -5.925130 0.137 0.047 0.117 0.27
H 17.274468 -17.591922 -7.874224 -0.033 -0.404 0.360 0.42
H 17.843294 -16.160079 -7.074827 -0.086 -0.033 -0.005 0.43
H 19.719598 -17.951839 -8.739579 0.244 -0.126 0.538 0.07
H 18.891346 -16.626000 -9.345338 -0.339 0.148 0.233 0.39
H 20.021210 -16.281885 -8.105856 0.231 -0.341 0.268 0.35
H 19.082563 -19.750684 -5.435250 0.155 0.285 0.103 0.44
H 19.830552 -19.319607 -6.948937 -0.051 -0.225 -0.348 0.13
H 17.792824 -19.806146 -8.105196 -0.286 -0.615 -0.182 0.28
H 16.717739 -19.884520 -6.729597 0.250 0.623 0.449 0.36
H 17.874583 -21.136051 -6.872420 0.348 -0.014 -0.391 0.40
C 21.386471 -18.634350 -15.033585 0.302 0.082 -0.772 -0.22
C 22.353142 -18.103722 -16.127311 -0.591 -1.044 -0.600 -1.00
N 22.021675 -16.834251 -16.743372 1.674 0.930 -0.149 0.05
C 20.723219 -16.799222 -17.383634 -0.573 -1.471 0.559 0.12
C 20.513698 -17.923095 -18.400876 0.119 0.787 -0.900 -1.58
C 22.182102 -15.724499 -15.785642 -1.627 0.114 -0.581 -0.26
C 22.373509 -14.321532 -16.394287 0.892 -1.048 0.000 -1.22
H 20.952990 -17.828144 -14.443701 0.190 -0.104 0.327 -0.06
H 21.950112 -19.353227 -14.440405 -0.242 0.093 0.353 0.24
H 20.562605 -19.169732 -15.509246 -0.079 0.004 0.108 0.15
H 23.385404 -18.162603 -15.780781 0.003 0.726 0.173 0.45
H 22.356920 -18.844379 -16.935658 -0.070 -0.030 0.064 0.47
H 19.953150 -16.969383 -16.608933 -0.229 0.375 0.042 0.04
H 20.480706 -15.858259 -17.869599 0.483 0.228 0.147 0.39
H 20.283804 -18.901591 -17.988063 0.121 0.011 0.116 0.31
H 19.696981 -17.619086 -19.061520 -0.240 -0.213 0.211 0.46
H 21.363841 -17.974212 -19.086988 0.164 -0.251 0.247 0.35
H 22.961647 -15.920216 -15.052504 0.088 -0.239 -0.097 0.48
H 21.201376 -15.749262 -15.283450 0.264 0.586 0.739 0.05
H 21.696989 -14.140979 -17.226621 -0.282 0.260 0.292 0.24
H 23.381087 -14.243260 -16.813324 0.014 -0.067 -0.031 0.30
H 22.325263 -13.594106 -15.588041 -0.402 0.276 -0.239 0.24
C 16.369007 -18.771622 -15.699856 0.447 -0.306 0.074 -0.83
N 15.918138 -18.607469 -14.330809 0.105 0.409 0.166 0.16
C 16.435854 -17.440888 -13.630851 0.426 0.203 -0.102 -0.89
C 15.074583 -19.468342 -13.731208 0.087 -0.232 -0.946 0.09
O 14.611556 -20.440401 -14.300861 -0.210 -0.136 0.423 -0.60
H 15.935678 -19.601819 -16.250149 -0.546 -0.022 0.469 0.31
H 17.435425 -19.015401 -15.648626 0.108 0.434 -0.310 0.24
H 16.175812 -17.852896 -16.252881 0.249 0.031 -0.074 0.33
H 16.781401 -17.672885 -12.625348 -0.429 -0.021 0.159 0.45
H 17.341119 -17.053124 -14.097024 -0.044 -0.316 -0.292 0.11
H 15.744638 -16.597509 -13.647266 -0.182 -0.076 0.259 0.28
H 14.842441 -19.196307 -12.693444 -0.015 -0.018 0.142 0.36
C 25.677174 -10.481136 -12.811909 0.841 1.368 -0.306 -0.78
N 25.564602 -11.594501 -11.915116 0.285 0.487 0.306 0.09
C 26.722089 -11.882912 -11.096565 0.733 -1.065 -0.307 -1.01
C 24.437861 -12.326103 -11.822573 0.132 0.683 0.439 0.84
O 24.304166 -13.291257 -11.104136 -0.363 -0.282 -0.169 -0.68
H 26.399515 -10.626646 -13.621942 -0.065 -0.464 -0.011 0.33
H 26.080169 -9.605068 -12.288105 -0.049 -0.135 0.259 0.36
H 24.772028 -10.094970 -13.280258 -0.409 -0.713 0.218 0.07
H 27.516169 -12.272189 -11.742000 0.159 0.197 -0.002 0.36
H 27.136722 -11.054896 -10.523488 -0.396 0.406 -0.224 0.32
H 26.532500 -12.694515 -10.398508 -0.473 0.075 -0.042 0.29
H 23.658667 -11.819851 -12.413443 -0.415 -0.559 -0.227 -0.21
C 21.671111 -9.250817 -12.681807 0.608 0.918 0.169 -0.74
N 21.496840 -9.026889 -14.109571 -0.130 -0.348 0.085 0.14
C 21.322525 -7.642622 -14.474863 0.166 0.322 -0.307 -0.93
C 21.654553 -10.036075 -14.983979 -0.174 -0.282 0.581 0.01
O 21.868806 -11.186795 -14.632097 0.160 0.286 -0.524 -0.51
H 20.920306 -8.662920 -12.154678 -0.215 -0.347 0.135 0.40
H 22.630541 -8.820272 -12.364783 0.035 0.047 -0.085 0.32
H 21.712936 -10.284820 -12.366505 -0.494 -0.189 -0.393 0.01
H 22.196447 -7.114512 -14.082436 -0.417 0.465 0.152 0.33
H 21.291669 -7.421205 -15.543243 0.225 -0.694 -0.130 0.32
H 20.363009 -7.257316 -14.122300 0.260 0.110 0.492 0.31
H 21.533130 -9.710848 -16.024745 0.058 -0.134 -0.172 0.35
C 21.095459 -15.857624 -11.858480 -0.453 -0.456 1.304 -1.48
N 20.624050 -14.783674 -12.685766 0.044 -0.029 -0.257 0.68
C 21.441621 -13.609170 -12.866068 -0.385 0.731 0.123 -0.97
C 19.285946 -14.686782 -12.888267 1.058 -0.240 -0.194 -0.15
O 18.497657 -15.547726 -12.566193 -0.669 -0.030 0.093 -0.52
H 22.124874 -16.169349 -12.018174 0.041 0.350 -0.309 0.37
H 20.441497 -16.726758 -11.928755 0.034 0.073 -0.479 0.27
H 20.966905 -15.565580 -10.805367 0.420 0.015 0.014 0.63
H 21.467023 -12.981144 -11.965860 0.114 -0.212 0.157 0.44
H 22.474270 -13.808402 -13.140716 -0.108 -0.382 -0.099 0.12
H 20.978368 -12.993027 -13.632084 0.190 -0.048 -0.146 0.30
H 19.033996 -13.761343 -13.420732 -0.319 0.092 -0.052 0.30
```
Forces are in eV/Å.

Values from the calculation:
SMILES string   CCN(CC)CC.CCN(CC)CC.CCN(CC)CC.CN(C)C=O.CN(C)C=O.CN(C)C=O.CN(C)C=O
Charge   0
HOMO energy   -0.293 Ha
Spin multiplicity   1
Strongest force on any atom   1.92 eV/A
Relative energy (zero: lowest compared OMol25 entry of this formula, charge and spin)   85.52 kcal/mol